1.
40
Properties=species:S:1:pos:R:3:forces:R:3 method="wB97M-V/def2-TZVPD" largest_force_ev_per_a=0.6 e_above_lowest_kcal_mol=75.0 charge=0 e_lumo_ev=0.8 smiles=COc1ccc(NCCNc2ccc(OC)cc2)cc1 e_homo_ha=-0.2673 orbital_gap_ha=0.2973 total_energy_ha=-881.65155
O 6.648 1.139 0.063 -0.3 0.1 0.2
O -6.595 1.270 -0.084 0.3 0.1 -0.1
N 1.328 -0.394 0.563 -0.5 0.1 0.2
N -1.324 -0.445 -0.465 0.5 0.1 -0.1
C -4.338 1.635 -0.609 -0.1 -0.1 0.1
C -7.621 0.432 0.382 -0.1 -0.1 0.1
C 0.743 -1.602 0.026 -0.1 -0.1 0.1
C -0.767 -1.572 0.244 0.1 0.0 -0.1
C -3.624 -0.913 0.180 0.4 0.1 0.0
C 3.238 0.884 1.247 0.1 -0.1 -0.1
C 7.499 0.589 -0.910 0.1 -0.1 -0.1
C 2.676 -0.096 0.423 0.4 0.1 -0.2
C -4.947 -0.509 0.266 -0.4 0.2 0.0
C -5.319 0.767 -0.128 0.0 -0.1 0.0
C 4.550 1.269 1.101 0.1 -0.1 -0.1
C 5.357 0.685 0.123 0.0 0.0 0.0
C -3.026 1.233 -0.692 -0.1 0.0 0.1
C -2.640 -0.054 -0.302 -0.4 -0.1 0.0
C 4.811 -0.292 -0.695 0.4 0.2 0.0
C 3.488 -0.678 -0.544 -0.4 0.0 0.2
H -5.674 -1.210 0.646 -0.1 0.0 0.0
H 7.637 -0.488 -0.764 0.0 0.0 0.0
H 3.100 -1.444 -1.196 -0.1 -0.1 -0.1
H 2.628 1.347 2.010 -0.1 0.1 0.1
H -8.535 1.022 0.323 0.0 -0.1 0.0
H -0.983 -1.524 1.325 0.0 -0.1 -0.1
H 0.938 -1.635 -1.048 0.0 -0.1 0.0
H 5.401 -0.773 -1.459 0.1 0.0 -0.1
H -7.729 -0.461 -0.243 0.0 0.0 0.0
H -7.455 0.128 1.421 0.0 0.0 0.0
H -1.203 -2.498 -0.146 0.1 0.0 0.1
H 0.959 -0.142 1.470 0.0 -0.1 -0.1
H 1.163 -2.511 0.486 0.0 0.1 -0.1
H 8.457 1.093 -0.784 0.0 -0.1 -0.1
H -3.368 -1.914 0.490 0.0 -0.1 0.0
H 7.126 0.772 -1.923 0.0 0.0 0.0
H 4.980 2.025 1.738 0.0 0.1 0.1
H -2.277 1.917 -1.065 0.1 0.1 -0.1
H -4.634 2.628 -0.910 0.0 0.1 0.0
H -0.671 0.321 -0.558 0.0 -0.1 0.1

=====

2.
43
Properties=species:S:1:pos:R:3:forces:R:3 method="wB97M-V/def2-TZVPD" largest_force_ev_per_a=4.0 e_above_lowest_kcal_mol=82.2 charge=0 e_lumo_ev=0.6 smiles="O=C(C[C@H]1Sc2ccccc2N(C[C@@H]2CCCCO2)C1=O)NO" e_homo_ha=-0.3189 orbital_gap_ha=0.3399 total_energy_ha=-1430.27662
S 0.264 1.365 1.982 -0.7 0.2 0.5
O -0.945 0.061 -1.100 -0.2 1.5 1.2
O -0.496 4.653 0.119 1.6 -1.8 -1.1
O 2.020 1.440 -1.328 -0.5 -0.5 -0.2
O -1.221 3.428 -2.316 -0.1 0.3 2.9
N 1.668 -0.363 -0.002 -0.3 -0.8 -0.4
N -0.031 3.108 -1.516 -0.9 1.5 0.9
C -2.690 -2.001 -1.718 1.8 -1.6 -0.9
C 0.294 3.792 -0.357 -2.1 1.3 0.4
C 0.677 -0.947 3.477 -0.1 -0.6 1.8
C 1.710 0.991 -0.233 1.7 0.2 -0.4
C 1.218 -2.216 3.794 0.7 1.3 -3.7
C -2.333 0.207 -0.728 -0.6 1.3 -0.8
C 2.062 -2.814 2.812 -0.3 0.9 0.4
C 1.060 -1.237 -1.039 0.1 -0.9 0.0
C 0.882 -0.264 2.288 0.1 -0.1 0.1
C -0.480 -1.261 -0.874 0.3 1.0 -1.3
C -3.091 -0.589 -1.801 -1.7 1.4 -0.1
C 1.610 -0.913 1.300 0.4 0.1 0.7
C 1.572 3.431 0.504 -1.6 -0.4 -0.3
C 1.618 1.948 0.941 -0.5 -0.1 -0.6
C 2.282 -2.098 1.628 -0.3 -0.8 -0.7
C -1.140 -2.036 -1.952 -1.1 -2.6 0.1
H -2.661 1.311 -0.813 1.0 -1.6 0.3
H -2.520 -0.124 0.326 0.2 0.1 -0.7
H -0.787 -3.084 -1.958 -0.1 0.2 0.0
H 1.299 -0.839 -2.036 -0.1 0.1 0.4
H -3.231 -2.683 -2.444 0.6 0.7 1.0
H 2.507 1.877 1.513 1.1 -0.4 0.7
H 2.880 -2.576 0.842 -0.1 0.3 0.3
H -4.203 -0.566 -1.751 0.6 0.5 0.4
H -2.843 -0.099 -2.767 0.0 -0.5 0.4
H 2.565 -3.789 2.909 -0.4 0.6 0.3
H -2.767 -2.315 -0.673 -0.7 -0.5 -0.2
H 0.896 -2.682 4.659 -0.2 -0.9 1.6
H -0.898 -1.562 0.076 0.6 -0.5 0.8
H 2.518 3.672 0.043 0.1 -0.1 -0.6
H 0.074 -0.506 4.284 0.2 0.1 -0.6
H -0.944 -1.617 -2.912 0.5 0.4 -0.8
H 1.523 4.080 1.395 -0.3 -0.4 -0.4
H 1.475 -2.309 -1.031 -0.5 1.7 0.3
H -1.978 3.725 -1.649 2.7 -0.8 -1.4
H 0.585 2.405 -1.897 -0.3 -0.1 -0.4

=====

3.
41
Properties=species:S:1:pos:R:3:forces:R:3 method="wB97M-V/def2-TZVPD" multiplicity=2 largest_force_ev_per_a=3.5 charge=0 e_lumo_ev="0.2 / 0.2" e_homo_ha="-0.1676 / -0.1134" orbital_gap_ha="0.1750 / 0.1210" total_energy_ha=-1997.09600
Ti -0.331 -0.175 0.016 0.0 -1.2 0.8
P -0.075 -2.638 0.060 -0.6 0.4 0.2
O -0.124 0.408 1.792 1.0 0.9 3.3
N 0.436 0.564 4.040 -1.2 -0.6 0.0
N 1.567 0.806 4.740 0.4 0.2 1.5
C 0.726 0.711 2.714 -1.1 -0.8 -1.5
C 0.915 0.293 -1.770 -0.4 0.4 -0.6
C -1.281 1.083 -1.519 0.9 0.5 -0.7
C -2.495 0.160 6.327 0.2 -0.1 -0.3
C 2.527 1.258 3.923 -0.4 -0.1 -0.7
C 0.945 1.410 -0.856 -0.9 -0.2 -0.9
C -0.409 1.912 -0.718 0.0 -0.1 -1.2
C 3.785 1.774 4.484 0.9 0.2 0.1
C -0.464 0.095 -2.189 0.6 1.5 0.2
C -3.142 -0.919 5.714 0.2 -0.2 -0.2
C -2.550 -1.566 4.620 -0.1 0.2 0.3
C -1.315 0.665 5.777 -0.2 -0.1 -0.1
C 2.049 1.181 2.634 0.4 0.2 0.0
C -1.331 -1.114 4.121 0.2 0.0 -0.3
C 1.646 0.727 6.177 0.4 0.2 0.5
C -0.759 0.050 4.647 0.1 -0.2 0.1
H 2.559 1.398 1.713 0.0 0.1 0.1
H 1.840 1.896 -0.468 -0.3 -0.4 0.0
H -0.794 -1.659 3.338 -0.4 0.3 0.2
H 2.615 0.294 6.456 -0.2 0.1 -0.1
H -4.097 -1.282 6.095 0.3 0.1 0.0
H 4.307 1.046 5.116 -0.1 0.0 -0.2
H 1.077 -3.289 -0.489 -0.2 -0.5 0.1
H 0.869 0.080 6.587 0.2 0.2 -0.2
H -1.121 -3.367 -0.606 0.7 -0.2 0.2
H -2.909 0.608 7.232 0.1 -0.1 -0.3
H 1.581 1.735 6.621 -0.1 -0.4 0.0
H -0.126 -3.248 1.366 0.2 -0.1 -0.7
H 3.630 2.661 5.110 -0.1 -0.1 -0.1
H -3.024 -2.438 4.163 0.2 0.3 0.2
H -0.818 -0.625 -2.920 0.1 0.0 0.3
H -0.813 1.514 6.242 -0.3 -0.1 -0.2
H 1.790 -0.238 -2.136 -0.3 0.1 0.0
H -2.354 1.225 -1.634 0.3 -0.1 0.0
H 4.459 2.064 3.675 -0.1 -0.1 0.1
H -0.692 2.830 -0.207 0.0 -0.5 0.1

=====

4.
40
Properties=species:S:1:pos:R:3:forces:R:3 method="wB97M-V/def2-TZVPD" largest_force_ev_per_a=10.8 e_above_lowest_kcal_mol=231.7 charge=0 e_lumo_ev=0.7 smiles=c1cc[nH]c1.c1cc[nH]c1.c1cc[nH]c1.c1cc[nH]c1 e_homo_ha=-0.2765 orbital_gap_ha=0.3008 total_energy_ha=-840.35191
N -2.651 3.335 1.193 0.7 -0.2 1.6
N -1.715 1.330 -0.911 4.2 -6.5 -3.7
N 0.493 -3.676 1.643 -0.7 1.2 -1.5
N 3.638 -1.007 0.133 -2.2 -0.3 0.2
C -0.381 1.073 -1.502 -6.3 -6.4 -1.4
C -1.259 3.626 1.239 -4.2 2.8 -8.5
C -0.129 -2.931 0.552 -1.0 -4.9 -1.0
C -3.317 3.594 0.009 5.6 2.8 -0.4
C 3.175 1.322 0.250 3.3 -7.6 -0.2
C -2.553 0.239 -1.030 2.8 -1.9 -3.8
C -0.769 -5.319 0.569 2.0 1.7 1.7
C 4.538 1.041 0.832 -3.6 -6.2 -1.5
C 2.641 0.010 -0.243 5.0 1.4 3.0
C 0.187 -4.992 1.721 -2.7 -2.2 -3.5
C -0.521 -0.263 -2.208 -2.1 1.0 1.8
C -0.891 -3.982 -0.286 1.8 -1.3 5.3
C -1.886 -0.829 -2.002 2.7 9.3 4.7
C -0.990 4.237 -0.143 -4.8 -2.3 3.2
C -2.369 4.224 -0.863 2.1 0.4 1.0
C 4.724 -0.481 0.827 -4.4 5.7 -2.4
H -1.262 -6.446 0.518 1.4 3.5 -0.4
H -0.053 4.520 -0.560 0.4 0.2 -0.1
H 1.208 -3.291 2.252 -0.4 0.2 -0.3
H 3.309 -2.070 0.154 1.3 3.3 -0.2
H 2.695 2.201 0.182 -1.4 2.9 -0.4
H 0.425 1.664 -1.609 2.1 2.5 0.2
H 0.071 -1.852 0.454 -0.3 -0.9 -0.1
H 0.677 -5.774 2.420 -1.0 1.9 -1.1
H -3.568 0.311 -0.681 0.0 -0.1 0.1
H 0.213 -0.934 -2.769 -0.7 1.7 0.9
H -2.472 4.722 -1.928 -0.1 -1.5 2.5
H -1.569 -4.019 -1.168 0.9 0.9 0.9
H -1.889 2.128 -0.453 -0.8 3.1 1.9
H 5.294 1.564 1.291 1.1 1.8 0.8
H -3.130 3.114 2.095 0.5 0.0 -1.5
H -4.301 3.403 -0.127 -2.8 -0.5 -0.2
H -2.147 -1.737 -2.301 -1.6 -3.5 -1.0
H 1.847 -0.328 -0.854 -0.8 0.2 -0.2
H -0.774 3.328 2.058 2.2 -0.7 2.8
H 5.445 -1.069 1.250 1.7 -1.3 0.8

=====

5.
41
Properties=species:S:1:pos:R:3:forces:R:3 method="wB97M-V/def2-TZVPD" largest_force_ev_per_a=6.1 e_above_lowest_kcal_mol=110.2 charge=0 e_lumo_ev=0.7 smiles="O=C(CCc1nnnn1-c1ccccc1)C1CCCCC1" e_homo_ha=-0.3551 orbital_gap_ha=0.3803 total_energy_ha=-915.81612
O 0.167 0.152 1.566 -1.6 -0.4 -0.9
N 0.960 1.510 -1.873 1.6 -0.3 0.9
N -1.039 1.893 -2.311 -4.0 -1.2 -4.5
N -0.400 1.201 -3.440 -2.3 1.2 2.3
N 0.754 0.973 -3.073 2.4 -0.1 -0.9
C 4.370 2.949 -1.058 0.5 -2.6 1.6
C 4.883 1.920 -0.217 0.2 2.5 -1.5
C -1.075 -1.978 -0.338 -1.5 0.1 0.2
C -1.392 1.688 0.748 -1.4 0.2 0.2
C -3.061 -2.733 1.779 -0.4 2.0 1.1
C 3.083 2.859 -1.526 0.0 1.2 -3.1
C -1.431 -3.458 -0.147 0.1 0.4 2.4
C -1.718 -1.004 0.657 -0.5 0.5 1.0
C -0.433 2.639 -0.049 1.7 -2.0 0.7
C -2.705 -3.753 0.814 1.3 -0.3 -4.4
C 4.061 0.946 0.152 -1.8 -1.8 1.9
C -2.017 -1.677 2.020 0.8 -1.6 -1.2
C 2.705 0.892 -0.276 1.7 0.7 -1.7
C -0.204 1.992 -1.413 1.9 2.2 2.6
C 2.250 1.688 -1.325 2.3 1.6 2.1
C -0.942 0.244 1.011 3.6 0.8 0.4
H -1.571 2.159 1.719 0.3 -0.2 0.2
H 2.082 0.186 0.141 -1.2 -1.6 0.7
H -1.504 -1.731 -1.283 0.3 0.6 -1.0
H -2.418 1.607 0.344 0.6 0.5 -0.5
H 5.168 3.596 -1.314 -0.3 1.5 -0.7
H -3.287 -3.254 2.688 -0.6 0.2 0.8
H 0.566 2.803 0.482 -1.2 -1.0 -0.5
H 4.410 0.241 0.920 -0.4 0.1 -0.5
H -2.584 -4.766 1.165 -0.3 -0.2 0.3
H -1.136 -2.129 2.487 0.3 0.4 -0.3
H -2.627 -0.676 0.153 -0.5 0.0 0.5
H -0.038 -1.799 -0.308 1.4 -0.1 -0.3
H -3.542 -3.657 0.112 0.1 -1.2 -0.2
H 5.904 2.050 0.088 0.3 -0.5 0.3
H -2.471 -1.060 2.718 -0.4 1.8 1.3
H -3.887 -2.063 1.421 -0.1 -1.3 0.4
H -0.759 3.653 -0.057 -1.0 0.5 -0.6
H 2.964 3.714 -2.294 -1.0 -1.7 1.1
H -1.592 -3.932 -1.077 -0.4 -0.4 -1.1
H -0.490 -3.885 0.192 -0.3 -0.6 0.7